Here is 2 unconnected molecules or ions with the total composition C3H8N3S in a non-equilibrium geometry from the OMol25 dataset. Energies are from ωB97M-V/def2-TZVPD.

ORCA input file:
```
! RIJCOSX wB97M-V def2-TZVPD def2/J DEFGRID3
* xyz 1 1
C -2.0528 -0.5236 -0.6715
C 0.1221 -0.6714 -0.2174
C 0.4376 -1.9181 0.6963
N -0.9929 -1.1121 -0.9289
N -0.2436 0.5406 0.4810
N 1.1873 2.4387 -0.4102
S -1.7465 0.9109 0.4539
H -3.0986 -0.7092 -1.0052
H 0.9588 -0.3150 -0.7325
H 1.1094 -1.5240 1.4783
H 1.1047 -2.6914 0.2444
H -0.5860 -2.2614 1.0364
H 2.1745 2.3230 -0.2421
H 0.7049 2.1316 0.4150
H 0.9213 3.3814 -0.5975
*
```

Its frontier orbital gap is 6.6 eV. The energy relative to the best compared isomer or geometry (same formula, charge and spin) comes out at 316.71 kJ/mol. For the total energy, the calculation gives -18536.22325 eV. The max |F| is 2.2 eV/A.